Formula: C16H31Br2N2O6S3
Source: the Open Molecules 2025 dataset
Level of theory: ωB97M-V with the def2-TZVPD basis set

Structure (ORCA input):
```
! RIJCOSX wB97M-V def2-TZVPD def2/J DEFGRID3
* xyz 1 1
C -3.95285 -3.15673 1.03042
C -4.22673 -4.42996 0.23680
S -2.94251 -5.70454 0.35861
C -1.74501 -5.03751 -0.82418
C -0.66270 -4.20135 -0.19372
C -0.06121 -4.49925 1.00014
C 0.92848 -3.63951 1.49726
N 1.29347 -2.53496 0.88173
N 0.69343 -2.26144 -0.25103
C 1.07825 -0.99057 -0.89404
Br 2.84725 -1.14545 -1.63174
C 0.93971 0.22499 0.02153
C 1.96683 0.44804 1.12509
Br -0.88530 0.16438 0.75528
C -0.23355 -3.02761 -0.81597
H -3.30824 -2.47562 0.46663
H -4.88011 -2.63185 1.26250
H -3.44021 -3.38655 1.96608
H -4.34394 -4.21191 -0.82651
H -5.14485 -4.92304 0.55842
H -1.29322 -5.86768 -1.37249
H -2.28618 -4.43260 -1.55360
H -0.34910 -5.37430 1.56960
H 1.43936 -3.83824 2.43073
H 0.42892 -0.86596 -1.75302
H 0.90556 1.06962 -0.66286
H 2.91092 -0.03486 0.87760
H 1.62438 0.04734 2.07800
H 2.14883 1.51458 1.25553
H -0.64607 -2.67209 -1.75366
O 0.28702 0.87315 -2.94916
S -1.12368 0.80595 -3.23957
O -1.75243 -0.46319 -2.99881
O -1.37525 1.29953 -4.70320
C -0.57820 0.72627 -5.78662
C -1.01075 -0.67312 -6.15264
C -1.99434 2.07293 -2.39561
H 0.47198 0.77781 -5.50024
H -0.74179 1.42075 -6.60616
H -0.81556 -1.38087 -5.34846
H -0.45548 -0.99043 -7.03525
H -2.07560 -0.70070 -6.38074
H -1.49979 3.02257 -2.58086
H -1.96814 1.81496 -1.33778
H -3.01974 2.08312 -2.75636
O 3.06779 3.49235 2.18574
S 2.16619 4.37614 2.87123
O 2.23999 5.77872 2.61366
O 2.25132 4.09218 4.42180
C 3.56851 4.13327 5.04617
C 4.08872 5.54002 5.22708
C 0.52087 3.81569 2.61579
H 4.24612 3.51606 4.45574
H 3.40646 3.64352 6.00339
H 4.28889 6.02224 4.27220
H 5.01772 5.50007 5.79642
H 3.36901 6.14919 5.77279
H 0.48489 2.74876 2.82114
H 0.29481 4.01562 1.56994
H -0.16313 4.36209 3.25924
*
```

Results
LUMO energy ... -4.41 eV
Frontier orbital gap ... 0.276 Eh